Entry 1:
Below is a molecular structure, C44H38N3O3PPt, with properties calculated with ωB97M-V with the def2-TZVPD basis set.

Cartesian coordinates (Å):
Pt: 1.148 -0.243 -1.085
C: -5.701 0.084 2.426
O: -4.974 0.124 1.213
C: -4.999 1.286 0.497
C: -5.848 2.348 0.747
C: -5.771 3.496 -0.037
C: -4.843 3.570 -1.057
C: -3.985 2.504 -1.312
C: -4.055 1.353 -0.543
N: -3.228 0.221 -0.695
C: -1.910 0.296 -1.163
N: -1.814 0.607 -2.461
C: -0.682 0.897 -3.256
C: 0.621 0.601 -2.877
C: 1.627 0.918 -3.811
C: 1.341 1.490 -5.033
C: 0.024 1.785 -5.389
C: -0.984 1.488 -4.495
O: -2.319 1.722 -4.721
C: -2.680 2.262 -5.977
N: -0.910 0.008 -0.393
C: -1.172 -0.134 0.991
C: -1.042 -1.363 1.614
C: -1.277 -1.494 2.980
C: -1.652 -0.386 3.718
C: -1.784 0.860 3.108
C: -1.534 0.995 1.749
O: -1.615 2.160 1.062
C: -2.130 3.291 1.738
H: -5.457 -0.865 2.894
H: -6.777 0.134 2.247
H: -5.402 0.903 3.087
H: -6.571 2.290 1.549
H: -6.440 4.323 0.159
H: -4.772 4.461 -1.668
H: -3.249 2.587 -2.099
H: -3.311 -0.390 0.107
H: -2.694 0.641 -2.951
H: 2.659 0.696 -3.563
H: 2.140 1.716 -5.728
H: -0.192 2.237 -6.346
H: -3.763 2.346 -5.973
H: -2.369 1.605 -6.793
H: -2.239 3.251 -6.123
H: -0.746 -2.214 1.014
H: -1.161 -2.460 3.453
H: -1.841 -0.477 4.780
H: -2.072 1.719 3.697
H: -2.153 4.093 1.006
H: -1.487 3.580 2.574
H: -3.146 3.105 2.098
C: 3.300 1.292 4.809
C: 4.394 0.808 4.106
C: 4.219 0.222 2.860
C: 2.945 0.119 2.306
C: 1.853 0.616 3.014
C: 2.028 1.194 4.262
P: 2.626 -0.680 0.705
C: 4.263 -0.681 -0.101
C: 4.730 0.528 -0.621
C: 5.944 0.586 -1.284
C: 6.699 -0.569 -1.453
C: 6.235 -1.774 -0.951
C: 5.023 -1.832 -0.274
C: 2.338 -2.426 1.099
C: 2.799 -3.086 2.204
C: 2.570 -4.475 2.332
C: 1.914 -5.159 1.348
C: 1.420 -4.500 0.193
C: 0.723 -5.180 -0.834
C: 0.245 -4.479 -1.906
C: 0.419 -3.078 -1.999
C: 1.090 -2.366 -1.034
C: 1.615 -3.101 0.072
H: 3.441 1.750 5.780
H: 5.388 0.884 4.528
H: 5.078 -0.154 2.317
H: 0.861 0.551 2.585
H: 1.168 1.571 4.802
H: 4.130 1.425 -0.514
H: 6.296 1.530 -1.680
H: 7.643 -0.527 -1.982
H: 6.815 -2.678 -1.087
H: 4.673 -2.780 0.114
H: 3.338 -2.549 2.976
H: 2.927 -4.996 3.211
H: 1.753 -6.227 1.441
H: 0.574 -6.250 -0.754
H: -0.287 -4.997 -2.695
H: -0.001 -2.559 -2.854

Molar mass ... 882.86 g/mol
Orbital gap (spin up / spin down) ... 0.231 / 0.275 Eh
Spin multiplicity ... 3
LUMO energy (spin up / spin down) ... 0.60 / 0.00 eV
DFT total energy ... -2550.111170 Ha
E_HOMO (spin up / spin down) ... -0.209 / -0.275 Ha

Entry 2:
Below is a molecular structure, CNO5S at a distorted geometry, with properties calculated with ωB97M-V with the def2-TZVPD basis set.

Cartesian coordinates (Å):
C: -0.346 -0.230 -2.270
N: 0.508 0.063 1.943
O: -0.470 -1.373 -2.052
O: -0.351 -0.162 0.923
O: -0.093 0.670 -2.979
O: 0.629 -0.930 2.625
O: 1.051 1.121 2.149
S: -0.927 0.839 -0.338

Charge ... -1
Molar mass ... 138.08 g/mol
Orbital gap ... 0.299 Eh
LUMO energy ... 3.84 eV
DFT total energy ... -867.189450 Ha
Relative energy (zero: lowest compared OMol25 entry of this formula, charge and spin) ... 49.9 kJ/mol
E_HOMO ... -0.158 Ha

Entry 3:
Below is a molecular structure, C31H54Cl2LuO3P2 at a distorted geometry, with properties calculated with ωB97M-V with the def2-TZVPD basis set.

Cartesian coordinates (Å):
P: 0.199 -0.789 -1.899
C: 1.724 -0.182 -2.876
C: 1.962 -0.584 -4.338
C: 3.367 -0.146 -4.781
C: 3.652 1.341 -4.526
C: 3.262 1.786 -3.115
C: 1.839 1.339 -2.752
C: -1.238 0.056 -2.824
C: -1.144 0.215 -4.342
C: -2.459 0.771 -4.917
C: -2.891 2.079 -4.247
C: -2.857 2.004 -2.716
C: -1.551 1.405 -2.164
C: 0.009 -2.473 -2.709
C: 1.209 -3.378 -2.383
C: 1.100 -4.779 -3.015
C: -0.236 -5.467 -2.721
C: -1.433 -4.569 -3.043
C: -1.335 -3.164 -2.413
H: 2.507 -0.652 -2.256
H: 1.222 -0.097 -4.987
H: 1.853 -1.667 -4.497
H: 3.494 -0.373 -5.847
H: 4.101 -0.746 -4.227
H: 4.719 1.531 -4.683
H: 3.110 1.951 -5.262
H: 3.955 1.345 -2.384
H: 3.335 2.876 -3.021
H: 1.607 1.667 -1.731
H: 1.127 1.818 -3.441
H: -2.063 -0.643 -2.607
H: -3.245 0.015 -4.782
H: -0.910 -0.737 -4.845
H: -0.336 0.919 -4.589
H: -2.337 0.926 -5.998
H: -3.907 2.327 -4.574
H: -2.244 2.897 -4.589
H: -2.999 3.004 -2.291
H: -3.697 1.383 -2.375
H: -1.622 1.292 -1.071
H: -0.724 2.104 -2.360
H: 0.023 -2.203 -3.776
H: 2.149 -2.917 -2.721
H: 1.293 -3.488 -1.290
H: 1.231 -4.701 -4.104
H: 1.923 -5.399 -2.640
H: -0.272 -5.751 -1.661
H: -0.308 -6.395 -3.299
H: -2.359 -5.046 -2.697
H: -1.517 -4.465 -4.135
H: -2.169 -2.568 -2.809
H: -1.486 -3.229 -1.324
Lu: 0.643 -0.248 1.853
Cl: -1.364 -1.542 1.251
Cl: 2.544 0.471 0.512
C: -0.245 1.585 2.973
H: -0.442 1.401 4.038
C: -0.376 2.913 2.572
C: -1.072 3.961 3.305
C: -1.259 5.215 2.755
C: -0.749 5.536 1.481
C: 0.009 4.572 0.783
C: 0.225 3.311 1.313
H: -1.450 3.714 4.310
H: -1.817 5.971 3.309
H: 0.432 4.831 -0.193
H: 0.881 2.600 0.803
H: -0.917 6.527 1.056
C: -3.423 -0.048 5.865
C: -2.731 -0.582 4.639
O: -2.112 -1.852 5.008
P: -0.662 -2.433 4.677
O: 0.214 -2.086 5.959
C: -0.255 -1.509 7.216
C: 0.176 -0.080 7.317
O: 1.548 -0.707 3.545
C: 2.545 -0.622 4.535
C: 2.900 0.792 4.980
H: -4.040 -0.818 6.342
H: -4.066 0.789 5.576
H: -2.702 0.329 6.602
H: -3.442 -0.823 3.845
H: -1.977 0.119 4.240
H: -1.348 -1.609 7.277
H: 0.203 -2.121 7.989
H: -0.253 0.545 6.527
H: -0.186 0.312 8.271
H: 1.268 0.013 7.296
H: 2.213 -1.207 5.402
H: 3.448 -1.121 4.150
H: 2.007 1.331 5.335
H: 3.649 0.766 5.783
H: 3.351 1.358 4.152

Charge ... -1
Molar mass ... 782.59 g/mol
Orbital gap (spin up / spin down) ... 0.235 / 0.218 Eh
LUMO energy (spin up / spin down) ... 2.61 / 2.61 eV
DFT total energy ... -4278.157400 Ha
Relative energy (zero: lowest compared OMol25 entry of this formula, charge and spin) ... 0.0 kJ/mol
E_HOMO (spin up / spin down) ... -0.139 / -0.122 Ha

Entry 4:
Below is 3 unconnected molecules or ions with the total composition C6H13NO2 at a distorted geometry, with properties calculated with ωB97M-V with the def2-TZVPD basis set.

Cartesian coordinates (Å):
C: -0.136 -0.316 2.190
C: -1.275 0.658 1.921
C: 1.907 -2.423 1.066
N: 1.775 -2.310 -0.063
H: 1.015 -1.340 -1.456
H: 2.049 -2.596 2.103
H: -0.421 -1.313 1.855
H: 0.069 -0.378 3.258
H: -2.211 0.307 2.371
H: -1.038 1.641 2.321
H: -1.429 0.771 0.856
C: -1.450 0.846 -2.744
C: 1.404 0.895 -0.545
C: 0.495 0.502 -1.448
O: -0.482 1.349 -1.842
O: 0.380 -0.753 -1.922
H: -0.988 0.521 -3.679
H: -1.997 0.005 -2.308
H: -2.132 1.673 -2.933
H: 2.258 0.279 -0.336
H: 0.757 0.054 1.599
H: 1.450 1.930 -0.265

Molar mass ... 131.18 g/mol
Orbital gap ... 0.323 Eh
LUMO energy ... 0.86 eV
DFT total energy ... -441.578654 Ha
SMILES ... C=C(O)OC.C#N.CC
Relative energy (zero: lowest compared OMol25 entry of this formula, charge and spin) ... 266.1 kJ/mol
E_HOMO ... -0.291 Ha

Entry 5:
Below is a molecular structure, C16H17Br5Ca2FIInK2O6 at a distorted geometry, with properties calculated with ωB97M-V with the def2-TZVPD basis set.

Cartesian coordinates (Å):
Br: 4.308 -0.445 0.505
In: 3.279 -1.865 -1.463
I: 4.746 -1.226 -3.778
C: 1.100 -1.305 -1.555
C: 0.095 -2.219 -0.745
C: -1.427 -1.814 -0.827
C: -1.822 -0.636 -1.607
C: -0.846 0.203 -2.361
C: 0.684 -0.145 -2.324
H: 3.500 -3.606 -1.200
H: 0.417 -3.131 -0.105
H: -2.163 -2.446 -0.272
H: -2.904 -0.358 -1.621
H: -1.200 1.124 -2.949
H: 1.448 0.506 -2.873
K: 0.007 -1.111 1.110
K: -0.388 -0.064 -4.826
C: 8.505 -1.113 -5.301
Br: 8.678 -2.990 -5.850
Br: 10.076 -0.516 -4.263
Br: 8.151 0.068 -6.776
H: 7.647 -1.057 -4.637
Br: 2.381 -4.233 -3.150
Ca: 6.026 -3.761 -3.250
O: -0.001 -6.506 -4.192
H: 0.583 -5.874 -3.767
F: 8.522 2.391 -6.650
C: -5.902 3.285 1.436
C: -5.144 2.215 1.909
C: -5.239 0.961 1.046
O: -4.591 -0.056 1.256
C: -6.157 0.974 -0.088
C: -6.927 2.039 -0.557
C: -6.752 3.327 0.243
O: -7.280 4.386 -0.051
O: -7.699 2.040 -1.518
O: -4.429 2.190 2.914
H: -5.885 4.221 1.983
H: -6.213 0.021 -0.604
Ca: 11.265 0.983 -2.632
C: 0.031 2.242 6.852
C: -0.590 1.460 5.676
C: -1.708 0.545 6.223
O: 0.363 0.684 5.136
H: 0.463 1.578 7.606
H: 0.817 2.918 6.506
H: -0.732 2.854 7.350
H: -1.097 2.213 5.044
H: -1.331 -0.172 6.958
H: -2.189 -0.016 5.418
H: -2.484 1.142 6.715

Charge ... -1
Molar mass ... 1123.90 g/mol
Orbital gap ... 0.040 Eh
LUMO energy ... -2.77 eV
DFT total energy ... -17083.598410 Ha
E_HOMO ... -0.142 Ha

Entry 6:
Below is 6 unconnected molecules or ions with the total composition C45H55F5N2O11P2S at a distorted geometry, with properties calculated with ωB97M-V with the def2-TZVPD basis set.

Cartesian coordinates (Å):
C: 5.709 -0.087 0.823
C: 6.685 -1.137 1.351
C: 6.298 -2.591 1.040
C: 4.854 -2.946 1.445
N: 3.805 -2.833 0.432
C: 3.591 -3.953 -0.449
C: 4.532 -4.082 -1.684
S: 5.172 -2.625 -2.489
O: 4.211 -2.171 -3.454
O: 6.523 -2.918 -2.893
O: 3.772 -5.211 0.211
C: 2.614 -5.769 0.626
O: 2.582 -6.792 1.192
C: 1.399 -4.871 0.235
O: 0.480 -5.763 -0.389
N: -0.953 -5.520 -0.097
O: -1.396 -4.731 -0.808
P: 0.827 -4.413 1.991
O: -0.548 -3.559 1.701
O: 1.938 -3.294 2.380
C: 2.106 -4.026 -0.855
C: 1.496 -2.784 -1.534
C: 0.444 -1.933 -0.783
P: 0.913 -0.204 -1.030
O: 1.395 0.085 -2.390
O: 2.046 0.098 0.068
C: 1.715 -0.076 1.469
C: 2.329 1.043 2.294
O: -0.385 0.643 -0.632
C: -0.458 2.016 -1.093
C: 0.764 2.867 -0.798
H: 4.688 -0.254 1.169
H: 5.711 -0.039 -0.271
H: 6.018 0.908 1.155
H: 6.689 -1.061 2.446
H: 7.700 -0.922 1.010
H: 6.953 -3.220 1.653
H: 6.531 -2.847 0.002
H: 4.839 -3.941 1.883
H: 4.567 -2.264 2.254
H: 3.834 -1.957 -0.071
H: 4.050 -4.626 -2.498
H: 5.401 -4.664 -1.374
H: 5.257 -1.710 -1.498
H: -1.211 -3.868 2.331
H: 1.652 -2.864 3.200
H: 2.133 -4.765 -1.666
H: 2.325 -2.143 -1.844
H: 1.047 -3.106 -2.472
H: 0.369 -2.107 0.288
H: -0.529 -2.037 -1.265
H: 2.112 -1.044 1.790
H: 0.632 -0.131 1.617
H: 3.410 0.935 2.317
H: 2.056 2.008 1.878
H: 1.949 0.951 3.316
H: -0.708 2.056 -2.154
H: -1.301 2.463 -0.561
H: 1.146 2.669 0.201
H: 1.578 2.675 -1.498
H: 0.475 3.919 -0.841
F: -3.756 5.247 0.113
C: -4.373 4.402 -0.742
C: -4.897 4.905 -1.913
C: -5.529 4.033 -2.786
C: -5.628 2.681 -2.475
C: -5.088 2.198 -1.288
C: -4.451 3.065 -0.410
H: -4.811 5.961 -2.131
H: -5.938 4.410 -3.714
H: -6.122 2.005 -3.161
H: -5.162 1.146 -1.045
H: -4.015 2.724 0.520
F: 4.390 2.540 3.919
C: 4.026 3.329 4.951
C: 3.671 4.637 4.686
C: 3.290 5.449 5.744
C: 3.271 4.951 7.040
C: 3.632 3.633 7.279
C: 4.012 2.808 6.229
H: 3.697 5.005 3.669
H: 3.005 6.474 5.553
H: 2.975 5.590 7.861
H: 3.618 3.242 8.288
H: 4.290 1.775 6.392
F: -6.277 5.373 -6.331
C: -6.851 4.206 -6.697
C: -8.152 4.219 -7.158
C: -8.736 3.016 -7.531
C: -8.026 1.829 -7.425
C: -6.720 1.843 -6.954
C: -6.119 3.040 -6.593
H: -8.691 5.154 -7.220
H: -9.754 3.010 -7.899
H: -8.489 0.892 -7.705
H: -6.161 0.927 -6.858
H: -5.101 3.074 -6.229
F: -5.941 -0.933 -6.124
C: -5.238 -1.554 -5.148
C: -5.631 -2.813 -4.748
C: -4.923 -3.428 -3.726
C: -3.851 -2.780 -3.127
C: -3.474 -1.514 -3.555
C: -4.171 -0.889 -4.580
H: -6.478 -3.291 -5.221
H: -5.214 -4.415 -3.392
H: -3.309 -3.263 -2.326
H: -2.641 -1.005 -3.088
H: -3.900 0.098 -4.930
F: 0.180 -2.106 5.688
C: -0.084 -0.813 5.996
C: 0.936 -0.034 6.499
C: 0.662 1.289 6.811
C: -0.613 1.804 6.624
C: -1.620 0.994 6.117
C: -1.359 -0.329 5.794
H: 1.920 -0.460 6.643
H: 1.449 1.920 7.200
H: -0.820 2.837 6.870
H: -2.616 1.392 5.972
H: -2.127 -0.977 5.393

Molar mass ... 988.94 g/mol
Orbital gap ... 0.313 Eh
LUMO energy ... -0.73 eV
DFT total energy ... -4265.074884 Ha
SMILES ... CCCCN[C@@]1(C[SH](=O)=O)OC(=O)[C@@](ON=O)(P(O)O)[C@H]1CCP(=O)(OCC)OCC.Fc1ccccc1.Fc1ccccc1.Fc1ccccc1.Fc1ccccc1.Fc1ccccc1
E_HOMO ... -0.340 Ha

Entry 7:
Below is 2 unconnected molecules or ions with the total composition C6H14N2 at a distorted geometry, with properties calculated with ωB97M-V with the def2-TZVPD basis set.

Cartesian coordinates (Å):
C: -0.691 -1.952 0.282
C: 0.153 -0.561 -1.621
C: 0.072 -0.694 -0.109
N: 2.362 0.172 0.258
C: 1.238 -0.469 0.666
H: 2.436 0.436 -0.714
H: 3.152 0.197 0.889
H: 1.319 -0.923 1.649
H: -0.204 -2.852 -0.105
H: -1.704 -1.914 -0.128
H: -0.784 -2.040 1.366
H: 0.719 0.316 -1.944
H: -0.856 -0.462 -2.029
H: 0.608 -1.443 -2.080
C: -0.602 2.185 -0.125
C: -0.907 0.958 0.724
N: -2.168 0.778 1.088
H: -2.407 -0.186 1.315
H: -0.141 0.969 1.589
H: 0.470 2.285 -0.317
H: -1.146 2.123 -1.069
H: -0.920 3.077 0.416

Molar mass ... 114.19 g/mol
Orbital gap (spin up / spin down) ... 0.258 / 0.258 Eh
LUMO energy (spin up / spin down) ... 0.44 / 0.44 eV
DFT total energy ... -346.389226 Ha
SMILES ... [H]/N=C/C.CC(C)=CN
Relative energy (zero: lowest compared OMol25 entry of this formula, charge and spin) ... 362.2 kJ/mol
E_HOMO (spin up / spin down) ... -0.242 / -0.242 Ha

Entry 8:
Below is a molecular structure, C35H48BCl2N2O2P2Ti at a distorted geometry, with properties calculated with ωB97M-V with the def2-TZVPD basis set.

Cartesian coordinates (Å):
Ti: 1.216 0.165 0.879
C: 0.486 -4.251 3.893
C: 1.285 -3.061 4.421
C: 0.516 -2.378 5.550
C: 1.777 -2.084 3.356
C: 2.626 -2.498 2.321
C: 3.351 -1.585 1.563
C: 3.372 -0.227 1.908
C: 4.564 0.593 1.480
C: 2.402 0.210 2.823
C: 1.570 -0.722 3.482
H: 0.276 -4.944 4.711
H: 1.026 -4.805 3.126
H: -0.469 -3.923 3.483
H: 2.203 -3.470 4.850
H: -0.434 -1.963 5.191
H: 1.093 -1.573 6.014
H: 0.281 -3.107 6.330
H: 2.793 -3.558 2.162
H: 4.059 -1.938 0.824
H: 5.471 0.049 1.748
H: 4.592 1.549 1.992
H: 4.584 0.754 0.404
H: 2.422 1.220 3.195
H: 0.891 -0.355 4.235
C: -2.001 1.573 2.247
P: -0.861 1.871 0.830
C: -1.846 1.068 -0.535
N: -2.532 1.823 -1.346
C: -3.273 1.244 -2.323
C: -3.982 2.052 -3.244
C: -4.743 1.456 -4.205
C: -4.838 0.040 -4.286
C: -4.157 -0.753 -3.414
C: -3.348 -0.154 -2.419
N: -2.621 -0.928 -1.580
C: -1.860 -0.363 -0.688
P: -0.766 -1.480 0.327
C: -1.998 -2.086 1.546
C: -0.518 -2.982 -0.798
C: 0.547 -3.854 -0.144
C: 0.019 -2.520 -2.159
C: -1.778 -3.845 -0.975
C: -1.063 3.730 0.600
C: -0.448 4.192 -0.731
C: -0.342 4.373 1.805
C: -2.524 4.193 0.677
H: -3.036 1.678 1.936
H: -1.790 2.290 3.041
H: -1.846 0.578 2.651
H: -3.904 3.131 -3.162
H: -5.288 2.066 -4.916
H: -5.458 -0.410 -5.053
H: -4.209 -1.836 -3.466
H: -2.968 -2.173 1.063
H: -2.077 -1.417 2.398
H: -1.697 -3.064 1.912
H: 1.486 -3.320 -0.040
H: 0.722 -4.728 -0.779
H: 0.232 -4.215 0.833
H: 0.987 -2.032 -2.058
H: -0.664 -1.849 -2.681
H: 0.164 -3.403 -2.792
H: -2.075 -4.325 -0.038
H: -1.535 -4.644 -1.684
H: -2.617 -3.284 -1.367
H: 0.551 3.802 -0.907
H: -0.385 5.286 -0.719
H: -1.078 3.893 -1.567
H: 0.629 3.933 2.021
H: -0.953 4.301 2.710
H: -0.185 5.436 1.600
H: -3.151 3.735 -0.078
H: -2.530 5.277 0.510
H: -2.957 4.018 1.665
O: 0.792 0.856 -1.896
B: 1.809 0.174 -1.162
O: 2.736 -0.329 -2.095
C: 2.257 -0.018 -3.357
C: 2.787 -0.352 -4.581
C: 2.072 0.061 -5.709
C: 0.882 0.773 -5.589
C: 0.359 1.104 -4.336
C: 1.081 0.690 -3.240
H: 3.712 -0.914 -4.661
H: 2.452 -0.180 -6.696
H: 0.350 1.077 -6.484
H: -0.569 1.658 -4.228
Cl: 3.235 5.505 0.156
C: 3.718 3.977 0.854
Cl: 2.484 2.713 0.551
H: 3.819 4.086 1.923
H: 4.632 3.643 0.388

Charge ... +1
Molar mass ... 720.31 g/mol
Orbital gap (spin up / spin down) ... 0.252 / 0.284 Eh
Spin multiplicity ... 3
LUMO energy (spin up / spin down) ... -2.88 / -2.86 eV
DFT total energy ... -4099.752099 Ha
Relative energy (zero: lowest compared OMol25 entry of this formula, charge and spin) ... 153.7 kJ/mol
E_HOMO (spin up / spin down) ... -0.358 / -0.390 Ha